Version A
9
Properties=species:S:1:pos:R:3:nbo_charge:R:1 method="wB97M-V/def2-TZVPD" spin_multiplicity=1 orbital_gap_ev=9.969 charge=0 homo_ev=-11.5835
H -1.980 -1.879 1.320 0.36
N -1.923 -0.935 1.145 -0.54
C -0.851 -0.781 0.531 0.59
N 0.142 -1.621 0.049 -0.23
N 1.270 -1.004 -0.130 0.21
O 1.502 0.362 -0.022 -0.35
C 0.337 1.133 -0.475 0.96
O 0.365 2.205 -0.950 -0.50
O -0.788 0.518 -0.165 -0.50

---

Version B
9
Properties=species:S:1:pos:R:3:nbo_charge:R:1 method="wB97M-V/def2-TZVPD" spin_multiplicity=1 orbital_gap_ev=9.907 smiles="O=[N+]([O-])c1cnno1" charge=0 homo_ev=-11.6269
O -1.193 -0.518 -1.869 -0.36
N -1.243 0.292 -0.906 0.48
O -2.008 1.228 -0.729 -0.30
C -0.153 0.131 -0.024 0.30
C 0.778 -0.821 0.173 -0.09
N 1.615 -0.371 1.187 -0.19
N 1.199 0.759 1.553 0.14
O 0.120 1.111 0.827 -0.23
H 0.884 -1.809 -0.212 0.25

---

Version C
9
Properties=species:S:1:pos:R:3:nbo_charge:R:1 method="wB97M-V/def2-TZVPD" spin_multiplicity=1 orbital_gap_ev=9.517 smiles="O=Cn1nnc(=O)o1" charge=0 homo_ev=-10.9447
O 0.084 0.029 -2.469 -0.48
C -0.451 0.616 -1.556 0.51
N 0.160 0.189 -0.443 -0.03
N 0.819 -0.985 -0.265 0.09
N 0.706 -1.440 0.944 -0.16
C 0.156 -0.217 1.566 0.75
O 0.064 -0.132 2.805 -0.54
O -0.433 0.627 0.759 -0.30
H -1.105 1.313 -1.341 0.16

---

Name the least stable of them. version B.

---

Version A
16
Properties=species:S:1:pos:R:3:nbo_charge:R:1 method="wB97M-V/def2-TZVPD" spin_multiplicity=1 orbital_gap_ev=11.535 charge=+1 homo_ev=-14.8536
O -1.980 -1.106 1.083 -0.49
C -1.063 -0.704 1.759 0.42
C 0.190 -0.135 1.019 -0.35
N 0.150 -0.410 -0.426 -0.53
C 1.559 -0.705 -0.967 -0.40
H -1.092 -0.452 2.885 0.17
H 1.048 -0.637 1.485 0.25
H 0.365 0.868 1.358 0.26
H -0.357 0.082 -1.143 0.48
H -0.452 -1.331 -0.315 0.45
H 2.061 0.277 -0.973 0.24
H 2.069 -1.414 -0.314 0.23
H 1.419 -1.088 -1.993 0.24
H -1.332 2.653 -0.485 0.50
H -1.397 2.230 -1.921 0.50
O -1.188 1.873 -1.048 -0.98

---

Version B
16
Properties=species:S:1:pos:R:3:nbo_charge:R:1 method="wB97M-V/def2-TZVPD" spin_multiplicity=1 orbital_gap_ev=10.964 charge=+1 homo_ev=-14.8539
O -2.205 1.382 -0.147 -0.48
C -1.584 0.657 -0.878 0.40
C -0.085 0.456 -0.560 -0.15
C 0.413 -0.785 -1.265 -0.65
N -0.071 0.330 0.966 -0.69
H -2.167 0.040 -1.572 0.17
H 0.329 1.445 -0.763 0.26
H 0.096 -1.702 -0.761 0.23
H -0.157 -0.837 -2.195 0.25
H 1.465 -0.825 -1.527 0.26
H 0.023 1.287 1.307 0.45
H -0.987 0.018 1.297 0.46
H 0.804 -0.105 1.253 0.48
H 2.375 -2.293 1.149 0.49
H 3.485 -1.336 1.153 0.50
O 2.533 -1.359 1.393 -0.97

---

Name the least stable of them. version A.

---

Version A
14
Properties=species:S:1:pos:R:3:nbo_charge:R:1 method="wB97M-V/def2-TZVPD" spin_multiplicity=1 orbital_gap_ev=9.284 charge=+1 homo_ev=-13.9683
C 0.875 -2.297 0.517 0.35
C 0.531 -1.102 0.213 -0.55
C -0.465 -0.095 0.485 -0.18
C 0.582 0.249 -0.490 -0.06
C -2.353 -0.338 -0.145 -0.43
N 1.836 0.916 -0.105 -0.72
H -0.535 0.377 1.449 0.26
H 0.639 0.185 -1.634 0.28
H -2.722 -1.310 -0.436 0.24
H -2.253 0.385 -0.797 0.19
H -2.909 -0.024 0.787 0.22
H 1.819 1.973 0.131 0.47
H 2.678 0.711 -0.722 0.47
H 2.277 0.372 0.747 0.47

---

Version B
14
Properties=species:S:1:pos:R:3:nbo_charge:R:1 method="wB97M-V/def2-TZVPD" spin_multiplicity=1 orbital_gap_ev=12.137 charge=+1 homo_ev=-16.6297
C 0.867 0.416 0.695 0.57
C -0.364 0.477 -0.754 -0.42
C 1.113 1.325 -0.789 -0.22
C -0.536 -0.134 0.659 -0.28
C -0.665 -1.672 0.878 -0.61
N 1.922 0.960 0.388 -0.20
H -1.202 1.146 -1.040 0.29
H -0.186 -0.361 -1.612 0.28
H 1.578 0.961 -1.660 0.25
H 1.018 2.527 -0.765 0.27
H -1.353 0.441 1.325 0.31
H -0.961 -1.965 1.897 0.26
H 0.307 -2.213 0.639 0.25
H -1.537 -1.909 0.139 0.25

---

Version C
14
Properties=species:S:1:pos:R:3:nbo_charge:R:1 method="wB97M-V/def2-TZVPD" spin_multiplicity=1 orbital_gap_ev=11.301 smiles="CC1=C[N+]12CC2" charge=+1 homo_ev=-14.6815
C -1.227 2.050 -0.545 -0.54
C -0.663 0.554 0.291 0.24
C -0.804 -0.309 1.281 -0.02
N 0.282 -0.471 0.257 -0.25
C 1.689 -0.887 0.177 -0.20
C 0.693 -1.562 -0.553 -0.21
H -0.588 2.213 -1.439 0.25
H -1.085 2.800 0.132 0.23
H -2.359 1.745 -0.687 0.27
H -1.184 -0.786 2.155 0.29
H 1.998 -1.434 1.103 0.24
H 2.332 -0.173 -0.260 0.25
H 0.579 -1.300 -1.643 0.23
H 0.336 -2.441 -0.270 0.23

---

Version D
14
Properties=species:S:1:pos:R:3:nbo_charge:R:1 method="wB97M-V/def2-TZVPD" spin_multiplicity=1 orbital_gap_ev=9.253 charge=+1 homo_ev=-14.0926
C -0.888 -1.849 -0.687 -0.67
C -1.299 -0.699 0.097 -0.12
C -0.328 0.297 0.400 0.21
C 1.080 0.414 -0.142 -0.54
C 1.330 1.666 0.572 0.27
N 0.150 1.857 1.083 -0.44
H 0.016 -2.259 -0.376 0.24
H -0.553 -1.476 -1.784 0.25
H -1.675 -2.630 -0.834 0.27
H -2.352 -0.492 0.382 0.26
H 1.029 0.677 -1.253 0.28
H 1.614 -0.397 0.024 0.26
H 2.188 2.424 0.792 0.28
H -0.313 2.466 1.726 0.45

---

Name the least stable of them. version A.

---

Version A
92
Properties=species:S:1:pos:R:3:lowdin_charge:R:1 method="wB97M-V/def2-TZVPD" spin_multiplicity=1 orbital_gap_ev=9.260 charge=0 homo_ev=-9.4845
C -2.221 4.152 2.791 -0.12
C -1.582 2.726 2.745 -0.18
C -0.173 2.810 3.436 -0.20
N 0.659 1.647 3.585 -0.20
C 0.788 1.039 2.140 0.11
C -0.100 0.679 4.489 -0.05
C 1.086 -0.177 5.065 -0.13
C 2.415 0.537 4.846 -0.10
C 1.933 1.952 4.271 -0.05
H -1.792 5.137 2.610 0.06
H -2.557 4.399 3.888 0.10
H -3.195 4.280 2.161 0.10
H -1.460 2.513 1.584 0.11
H -2.065 1.906 3.133 0.06
H -0.395 3.478 4.361 0.17
H 0.346 3.583 2.987 0.08
H 1.183 1.646 1.509 0.03
H -0.023 0.742 1.672 0.04
H 1.407 0.192 2.256 0.11
H -0.923 0.147 4.083 0.12
H -0.389 1.248 5.349 0.12
H 1.174 -1.143 4.763 0.06
H 0.774 -0.501 6.272 0.19
H 2.993 0.090 4.243 0.03
H 3.017 0.692 5.702 0.11
H 2.678 2.411 3.730 0.10
H 1.878 2.645 5.190 0.17
B 0.058 -0.545 -1.201 -1.45
F 1.111 -0.810 -0.363 0.18
F 0.309 -0.505 -2.513 0.19
F -0.957 -1.492 -1.053 0.11
F -0.591 0.608 -0.853 0.15
C -1.328 4.161 -0.848 0.02
C -0.006 4.347 -0.090 -0.21
N 0.973 4.536 0.465 0.14
H -1.138 3.384 -1.456 0.04
H -2.240 3.907 -0.198 0.12
H -1.450 4.934 -1.289 -0.04
C 0.567 -3.964 -2.507 -0.06
C 1.500 -3.958 -3.750 -0.27
N 2.198 -4.066 -4.626 0.11
H 0.880 -3.110 -1.945 0.01
H -0.564 -3.933 -2.868 0.11
H 0.674 -4.952 -1.765 0.14
C 2.761 1.858 -1.354 0.01
C 3.607 1.822 -0.030 -0.18
N 4.168 1.832 1.016 0.12
H 3.116 2.646 -1.731 -0.01
H 3.040 1.087 -2.046 0.09
H 1.717 1.954 -1.262 0.05
C -2.183 -0.680 -4.410 -0.05
C -2.747 -1.433 -5.516 -0.27
N -3.161 -1.931 -6.543 0.11
H -2.475 -1.256 -3.614 0.04
H -1.004 -0.440 -4.450 0.12
H -2.866 0.153 -4.482 0.08
C 1.378 -0.562 -6.664 -0.03
C 1.019 0.908 -6.083 -0.26
O 1.462 0.766 -4.756 -0.10
H 0.721 -1.281 -6.177 0.05
H 2.360 -0.723 -6.279 0.06
H 1.158 -0.651 -7.674 0.04
H 0.096 1.151 -6.206 0.03
H 1.562 1.650 -6.614 0.10
H 0.781 0.348 -4.198 0.04
C -4.278 -4.301 0.309 -0.05
C -2.754 -4.102 -0.160 -0.32
O -2.687 -3.322 -1.282 -0.05
H -4.747 -3.502 0.705 0.00
H -4.319 -4.945 1.262 0.08
H -4.784 -5.185 -0.308 0.11
H -2.347 -4.971 -0.285 0.05
H -2.462 -3.891 0.754 0.05
H -2.128 -2.559 -0.996 0.05
C 5.635 -1.651 0.139 -0.06
C 4.179 -1.535 0.601 -0.30
O 3.430 -2.754 0.292 -0.09
H 6.031 -2.539 0.437 0.03
H 6.130 -0.751 0.391 0.05
H 5.667 -1.744 -0.978 0.10
H 3.682 -0.594 0.386 0.04
H 4.028 -1.424 1.718 0.11
H 2.554 -2.429 0.034 0.04
C -4.234 0.002 2.090 -0.07
C -3.087 -0.300 1.110 -0.39
O -2.215 -1.141 1.700 -0.11
H -4.981 -0.800 2.046 0.08
H -4.804 1.024 2.059 0.11
H -4.017 0.166 3.047 0.00
H -2.649 0.730 0.805 0.11
H -3.400 -0.759 0.279 0.06
H -1.406 -1.313 0.915 0.20

---

Version B
92
Properties=species:S:1:pos:R:3:lowdin_charge:R:1 method="wB97M-V/def2-TZVPD" spin_multiplicity=1 orbital_gap_ev=8.651 charge=0 homo_ev=-9.1570
C -3.244 3.240 -0.909 -0.08
C -2.291 2.491 -1.807 -0.23
C -1.384 3.467 -2.508 -0.08
N -0.319 2.854 -3.462 -0.23
C -0.958 1.903 -4.472 0.02
C 0.711 2.204 -2.565 -0.09
C 2.001 2.196 -3.381 -0.11
C 1.860 3.351 -4.447 -0.10
C 0.461 3.955 -4.121 -0.11
H -3.793 2.438 -0.398 0.09
H -4.100 3.673 -1.467 0.10
H -2.985 3.883 -0.129 0.04
H -2.984 1.889 -2.420 0.12
H -1.800 1.825 -1.225 0.06
H -1.139 4.116 -1.920 0.03
H -2.129 4.022 -3.353 0.20
H -1.696 1.041 -4.144 0.12
H -0.366 1.383 -5.192 0.09
H -1.805 2.526 -4.768 0.09
H 0.360 1.168 -2.041 0.18
H 0.698 2.760 -1.683 0.10
H 2.105 1.292 -3.854 0.06
H 2.818 2.363 -2.792 0.08
H 1.814 2.772 -5.444 0.14
H 2.530 4.072 -4.308 0.06
H 0.065 4.453 -5.008 0.13
H 0.770 4.794 -3.371 0.18
B 0.362 -0.199 0.548 -1.42
F 0.704 -1.042 -0.351 0.26
F -1.091 0.070 0.633 0.02
F 0.600 -0.707 1.851 0.11
F 0.893 1.021 0.381 0.19
C -1.729 -1.686 -2.913 -0.06
C -0.424 -1.374 -3.526 -0.28
N 0.629 -1.233 -4.003 0.16
H -1.883 -1.328 -1.879 0.07
H -2.602 -1.144 -3.534 0.12
H -1.843 -2.823 -2.772 0.10
C -1.484 2.550 2.444 -0.05
C -2.124 3.915 2.533 -0.22
N -2.652 5.017 2.529 0.09
H -0.602 2.256 1.949 0.05
H -1.502 2.223 3.426 0.05
H -2.328 1.837 2.133 0.10
C 3.654 -1.314 -2.498 -0.03
C 4.057 -0.242 -1.579 -0.24
N 4.469 0.656 -0.960 0.15
H 3.743 -0.838 -3.437 0.07
H 4.123 -2.133 -2.441 0.01
H 2.667 -1.750 -2.321 0.07
C 3.482 -1.341 1.675 -0.05
C 4.693 -2.086 1.197 -0.23
N 5.676 -2.624 0.853 0.11
H 2.900 -1.719 2.438 0.04
H 3.691 -0.280 1.783 0.08
H 2.860 -1.328 0.880 0.00
C 2.009 3.647 3.671 -0.09
C 1.966 2.239 4.199 -0.28
O 2.630 1.441 3.164 -0.14
H 1.195 3.845 2.917 0.08
H 2.968 3.840 3.296 0.04
H 2.083 4.308 4.614 0.10
H 1.063 1.883 4.389 0.05
H 2.522 2.091 5.166 0.13
H 1.994 1.047 2.441 0.10
C -4.473 -2.525 3.093 -0.08
C -3.284 -2.125 2.133 -0.30
O -3.144 -0.668 2.176 -0.17
H -4.513 -1.894 3.996 0.06
H -4.615 -3.558 3.244 0.02
H -5.630 -2.293 2.519 0.14
H -3.453 -2.484 1.063 0.11
H -2.277 -2.377 2.361 0.06
H -2.323 -0.428 1.571 0.07
C -0.950 -5.185 -1.080 -0.04
C -0.216 -4.164 -0.252 -0.28
O 0.952 -3.681 -1.018 -0.13
H -0.328 -5.968 -1.075 0.04
H -1.109 -4.675 -1.903 -0.01
H -1.981 -5.295 -0.491 0.14
H 0.090 -4.237 0.817 0.11
H -0.757 -3.269 -0.138 0.07
H 1.036 -2.692 -0.955 0.05
C -0.522 -4.225 4.146 -0.08
C 0.820 -3.519 3.843 -0.33
O 1.858 -4.033 4.616 -0.13
H -1.260 -4.274 3.274 0.08
H -1.099 -4.134 5.127 0.11
H -0.445 -5.234 4.113 0.01
H 0.731 -2.335 3.948 0.12
H 1.525 -3.632 2.798 0.16
H 2.798 -3.927 4.367 0.10

---

Name the least stable of them. version A.